(1)
{"formula": "C5H11NO2", "method": "wB97M-V/def2-TZVPD", "homo_energy_ev": [-6.764, -7.627], "relative_energy_kcal_mol": 180.4, "e_lumo_ev": [-0.428, 0.064], "total_charge": 0, "orbital_gap_ev": [6.34, 7.69], "elements": ["O", "O", "N", "C", "C", "C", "C", "C", "H", "H", "H", "H", "H", "H", "H", "H", "H", "H", "H"], "xyz": [[1.926, 0.234, 0.362], [-2.099, -1.252, -1.091], [-0.188, 0.545, -0.280], [-0.278, -1.014, 1.750], [-0.020, 2.003, -0.215], [2.448, -0.788, -0.404], [-2.219, -0.105, -0.406], [-0.178, -0.157, 0.770], [-1.468, -1.122, -1.816], [2.904, -1.585, 0.214], [0.571, 2.302, -1.077], [0.497, 2.329, 0.686], [1.677, -1.297, -1.023], [3.223, -0.445, -1.112], [-2.431, 0.802, -0.962], [-0.996, 2.495, -0.257], [-2.765, -0.226, 0.522], [-1.235, -1.321, 2.148], [0.632, -1.399, 2.191]], "atomic_forces_ev_per_a": [[-0.119, -0.265, 0.417], [0.169, 0.240, 0.315], [-2.703, -0.334, -0.135], [-0.016, 0.171, -0.035], [-0.056, 0.175, 0.045], [-0.141, -0.137, 0.283], [0.668, 0.415, -0.829], [2.363, -0.108, 0.110], [-0.124, 0.001, -0.032], [0.024, 0.026, -0.085], [-0.042, -0.039, 0.005], [-0.022, -0.249, 0.003], [-0.041, 0.044, -0.052], [-0.093, 0.068, 0.112], [-0.030, -0.005, -0.035], [0.012, -0.099, -0.069], [0.258, -0.014, 0.149], [-0.045, 0.107, -0.027], [-0.061, 0.001, -0.140]]}

(2)
{"formula": "C3H3BeFO", "method": "wB97M-V/def2-TZVPD", "homo_energy_ev": -20.820, "e_lumo_ev": -13.653, "total_charge": 2, "orbital_gap_ev": 7.17, "elements": ["F", "O", "C", "C", "C", "Be", "H", "H", "H"], "xyz": [[1.152, -0.890, -0.917], [-1.831, -1.668, 1.084], [0.113, 0.024, -0.710], [-0.844, -1.363, 0.646], [0.194, 1.222, -0.043], [1.080, -1.300, 0.664], [0.440, 1.171, 1.020], [0.381, 0.943, -1.590], [-0.685, 1.863, -0.155]], "atomic_forces_ev_per_a": [[2.148, -1.513, 3.218], [0.410, 0.706, -1.035], [-1.501, 6.613, -5.819], [0.684, -1.665, 2.197], [-1.342, -3.051, 3.826], [-1.151, -0.554, -1.655], [1.576, 1.526, 0.359], [-1.096, -2.255, -0.340], [0.271, 0.192, -0.751]]}

(3)
{"formula": "C10H25B2N2O3", "method": "wB97M-V/def2-TZVPD", "homo_energy_ev": -4.487, "e_lumo_ev": 2.570, "total_charge": -1, "orbital_gap_ev": 7.06, "elements": ["O", "O", "O", "N", "N", "C", "C", "C", "C", "C", "C", "C", "C", "C", "C", "B", "B", "H", "H", "H", "H", "H", "H", "H", "H", "H", "H", "H", "H", "H", "H", "H", "H", "H", "H", "H", "H", "H", "H", "H", "H", "H"], "xyz": [[1.071, 0.035, 0.178], [1.693, 0.568, -2.234], [0.506, -1.624, -1.765], [-3.059, 0.586, 1.108], [4.839, 1.457, -0.254], [3.850, 3.367, 2.903], [4.613, 1.211, 0.961], [-2.754, 1.002, -1.503], [-2.995, -0.184, -2.608], [-1.255, -3.300, -1.124], [-3.747, 0.696, -0.234], [-1.716, -1.179, -2.855], [4.340, 0.914, 2.427], [3.341, 1.931, 2.983], [-1.261, -3.389, 0.534], [1.057, -0.357, -1.245], [-0.972, -1.715, -1.491], [5.282, 0.956, 2.985], [3.117, 4.055, 3.337], [-2.207, -3.759, -1.626], [-0.303, -3.920, -1.489], [2.482, 0.944, -1.721], [2.394, 1.860, 2.435], [-4.409, -0.283, -0.370], [0.763, 1.004, 0.174], [-1.401, -4.477, 0.945], [4.791, 3.481, 3.452], [-4.530, 1.591, -0.134], [-2.210, -0.020, 1.087], [-1.637, 1.208, -1.225], [-3.155, 2.011, -1.999], [-3.931, -0.860, -2.419], [-3.195, 0.362, -3.651], [4.015, 3.681, 1.867], [-2.151, -2.149, -3.399], [3.935, -0.099, 2.519], [-1.193, -1.092, -0.519], [-0.953, -0.666, -3.602], [-2.154, -2.687, 0.896], [3.127, 1.688, 4.029], [-3.748, 0.043, 1.711], [-0.279, -2.888, 0.936]], "atomic_forces_ev_per_a": [[-0.757, 1.632, -2.306], [0.685, -1.052, 3.373], [2.680, 4.624, 2.039], [-0.940, -1.051, 0.322], [-1.831, -1.878, 9.680], [-0.016, 0.127, 0.040], [1.680, 1.378, -8.232], [-1.703, 0.161, -0.498], [0.801, 0.201, -1.804], [0.702, -1.347, 1.013], [-0.659, 0.268, 0.182], [-1.335, 0.054, -1.354], [-0.090, 0.262, -1.082], [-0.237, 0.358, 0.013], [-0.730, 0.454, -0.646], [-0.546, -2.238, -1.939], [0.157, -1.269, -1.179], [-0.032, 0.032, -0.235], [0.121, -0.083, -0.022], [1.488, 0.613, 1.171], [-2.036, 1.076, 0.586], [-1.591, -0.425, -1.163], [0.193, -0.166, 0.100], [1.494, 1.989, -0.336], [0.830, -2.102, 0.121], [0.316, 1.971, -0.536], [-0.091, 0.027, -0.076], [1.628, -1.823, -0.206], [-0.934, 0.498, -0.567], [-2.168, -0.809, -0.354], [0.909, -2.075, 1.101], [1.621, 1.554, 0.078], [0.179, -1.113, 2.109], [0.028, -0.100, 0.111], [0.840, 2.049, 0.689], [0.114, 0.130, -0.248], [-0.630, 0.885, 0.825], [-1.510, -0.941, 1.482], [1.790, -1.636, -0.531], [0.049, -0.122, -0.153], [1.322, 1.006, -0.821], [-1.793, -1.116, -0.750]]}

(4)
{"formula": "C3H7ClN3", "method": "wB97M-V/def2-TZVPD", "homo_energy_ev": [-14.762, -14.761], "relative_energy_kcal_mol": 81.6, "e_lumo_ev": [-6.237, -6.239], "total_charge": 1, "orbital_gap_ev": [8.52, 8.52], "elements": ["Cl", "N", "N", "N", "C", "C", "C", "H", "H", "H", "H", "H", "H", "H"], "xyz": [[-0.943, -0.100, -2.758], [1.409, -0.323, -0.124], [0.225, -1.818, -0.970], [0.721, 1.534, 1.035], [-0.792, -0.968, -1.161], [0.478, 0.433, 0.319], [-0.933, 0.003, -0.017], [1.580, 1.568, 1.550], [0.353, 2.428, 0.808], [-1.668, 0.740, -0.036], [2.360, -0.414, 0.134], [-1.374, -0.337, 0.980], [-1.757, -1.724, -1.226], [0.851, -2.122, -1.762]], "atomic_forces_ev_per_a": [[0.425, -0.091, 0.474], [-3.042, -2.780, -1.427], [4.033, 0.377, 1.611], [0.377, -0.344, 0.897], [-4.443, -0.489, -1.581], [0.083, 0.442, -0.749], [0.718, -0.973, 2.250], [0.440, 0.151, -0.117], [-0.911, 0.459, -0.059], [-0.846, 1.911, -1.494], [0.987, 0.054, 0.201], [1.117, -1.006, -0.991], [2.046, 1.546, 0.393], [-0.983, 0.743, 0.594]]}